No. 1
{"formula": "C30H30BrF6IrN7O6", "method": "wB97M-V/def2-TZVPD", "species": ["Ir", "C", "N", "C", "C", "O", "C", "O", "C", "C", "O", "N", "C", "C", "H", "H", "H", "H", "H", "H", "H", "H", "H", "H", "H", "H", "H", "H", "H", "H", "C", "O", "C", "C", "C", "Br", "C", "C", "C", "O", "C", "N", "C", "C", "C", "C", "C", "C", "N", "H", "H", "H", "H", "H", "H", "H", "H", "H", "H", "H", "N", "C", "C", "C", "N", "C", "N", "C", "C", "O", "C", "F", "F", "F", "C", "F", "F", "F", "H", "H", "H"], "positions_angstrom": [[0.9193, 0.4812, -0.6160], [-2.9674, 3.3552, 0.4873], [-2.1533, 2.6853, 1.4997], [-2.2613, 3.1830, 2.8731], [-1.2726, 1.7608, 1.1586], [-1.1269, 1.3577, -0.0182], [-0.4022, 1.1751, 2.2550], [0.1933, 0.0124, 1.7074], [1.2553, -0.5051, 2.4830], [1.9411, -1.5337, 1.6008], [1.8537, -1.4143, 0.3608], [2.6351, -2.4995, 2.1799], [2.8724, -2.5369, 3.6245], [3.3370, -3.4946, 1.3736], [-4.0217, 3.1497, 0.6722], [-2.6854, 2.9987, -0.4960], [-2.7968, 4.4291, 0.5449], [-3.0902, 3.8834, 2.9102], [-1.3544, 3.7057, 3.1762], [-2.4777, 2.3765, 3.5721], [-0.9824, 0.9155, 3.1433], [0.3629, 1.9095, 2.5143], [0.8780, -0.9364, 3.4119], [1.9819, 0.2827, 2.7213], [3.0103, -1.5356, 4.0255], [3.7974, -3.0811, 3.7961], [2.0660, -3.0497, 4.1499], [3.0142, -3.4186, 0.3414], [3.1128, -4.4886, 1.7579], [4.4130, -3.3263, 1.4367], [1.0787, 1.2984, -4.2977], [0.4184, 0.4905, -3.2963], [-0.7065, -0.1248, -3.6055], [-1.3473, -0.0559, -4.8297], [-2.5222, -0.7686, -5.0157], [-3.3980, -0.6974, -6.6491], [-3.0853, -1.5555, -3.9873], [-2.4750, -1.6460, -2.7655], [-1.2415, -0.9360, -2.5162], [-0.6443, -1.0027, -1.4175], [-3.0545, -2.4402, -1.6882], [-2.5840, -2.5179, -0.4457], [-3.3962, -3.3537, 0.3141], [-3.3312, -3.7554, 1.6438], [-4.3216, -4.6144, 2.0698], [-5.3397, -5.0597, 1.2079], [-5.4036, -4.6615, -0.1105], [-4.4033, -3.7945, -0.5348], [-4.1516, -3.2019, -1.7711], [1.3297, 0.6777, -5.1562], [1.9781, 1.6649, -3.8190], [0.4342, 2.1291, -4.5800], [-0.9488, 0.5392, -5.6374], [-4.0125, -2.0669, -4.2074], [-1.7434, -2.0159, -0.1769], [-2.5489, -3.4145, 2.3074], [-4.3191, -4.9593, 3.0944], [-6.0926, -5.7343, 1.5909], [-6.1871, -5.0057, -0.7712], [-4.7050, -3.3329, -2.6019], [2.8767, 0.3189, -1.6171], [3.8905, 0.2037, -1.0710], [5.0490, 0.1501, -0.2844], [6.3109, 0.4597, -0.8192], [7.3395, 0.7286, -1.2683], [4.8642, -0.2440, 1.0621], [4.6396, -0.5913, 2.1382], [3.5592, 3.4646, -0.5184], [2.1797, 3.3359, 0.1390], [1.8669, 2.0364, 0.4816], [1.1392, 3.9674, -0.8204], [-0.0363, 4.2264, -0.2339], [0.8743, 3.1044, -1.8399], [1.5613, 5.0947, -1.3852], [2.2083, 4.1562, 1.4492], [1.0731, 4.0173, 2.1678], [2.3740, 5.4622, 1.2238], [3.2093, 3.7352, 2.2283], [3.5370, 3.0104, -1.5088], [4.2758, 2.9387, 0.1089], [3.8804, 4.4987, -0.6271]], "spin_multiplicity": 6, "homo_energy_ev": [-12.6, -13.2], "s_squared": 8.813, "gap_ev": [6.80, 4.89], "e_above_lowest_kj_mol": 0.0, "total_charge": 2}



No. 2
{"formula": "C24H43Cl14F3NO2", "method": "wB97M-V/def2-TZVPD", "species": ["C", "C", "C", "N", "C", "C", "C", "C", "C", "C", "F", "F", "F", "C", "O", "O", "H", "H", "H", "H", "H", "H", "H", "H", "H", "H", "H", "H", "H", "H", "H", "Cl", "C", "C", "Cl", "H", "H", "H", "H", "Cl", "C", "C", "Cl", "H", "H", "H", "H", "Cl", "C", "C", "Cl", "H", "H", "H", "H", "Cl", "C", "C", "Cl", "H", "H", "H", "H", "Cl", "C", "C", "Cl", "H", "H", "H", "H", "Cl", "C", "C", "Cl", "H", "H", "H", "H", "Cl", "C", "C", "Cl", "H", "H", "H", "H"], "positions_angstrom": [[3.7378, -2.0077, 3.9280], [3.1723, -0.9190, 3.4277], [2.5424, -0.9194, 2.0568], [1.4554, 0.0232, 1.8317], [1.9227, 1.3947, 1.6428], [2.5344, 1.5828, 0.2302], [0.3605, -0.0930, 2.8179], [-0.9768, -0.0284, 2.0631], [-1.2699, -1.4192, 1.4976], [-2.3595, -1.4753, 0.4796], [-2.6409, -2.7614, 0.1271], [-2.0292, -0.8621, -0.6749], [-3.5257, -0.9432, 0.8890], [0.3977, 0.9495, 3.9700], [1.0447, 0.6628, 5.0027], [-0.2433, 2.0107, 3.7602], [3.7438, -2.9478, 3.3833], [4.2346, -1.9964, 4.8904], [3.1945, -0.0185, 4.0276], [3.3455, -0.7901, 1.3246], [2.1497, -1.9235, 1.8844], [1.0898, 2.0817, 1.7445], [2.7110, 1.6302, 2.3682], [2.2895, 0.7215, -0.3940], [2.0711, 2.4453, -0.2526], [3.6146, 1.7172, 0.2564], [0.4490, -1.0826, 3.2797], [-1.7677, 0.3287, 2.7192], [-0.8306, 0.6931, 1.2575], [-1.5618, -2.0728, 2.3207], [-0.3643, -1.8143, 1.0426], [0.5529, -4.1032, 2.0799], [0.9333, -5.3092, 0.8313], [2.2905, -5.9277, 1.0516], [3.6044, -4.7507, 0.7812], [0.8778, -4.8189, -0.1383], [0.1616, -6.0763, 0.8785], [2.4436, -6.7450, 0.3478], [2.3872, -6.3151, 2.0627], [-4.1104, 4.6971, -1.2413], [-4.1372, 2.9119, -1.3731], [-3.2360, 2.2412, -0.3720], [-1.5125, 2.5360, -0.7016], [-3.8559, 2.6539, -2.3913], [-5.1698, 2.6005, -1.2129], [-3.3880, 1.1656, -0.4201], [-3.4407, 2.5774, 0.6416], [-6.8889, 1.1069, -2.0126], [-7.9675, 1.4263, -3.3978], [-8.6895, 2.7413, -3.2653], [-9.8869, 2.7117, -1.9420], [-8.6643, 0.5958, -3.4784], [-7.3426, 1.4398, -4.2869], [-9.2327, 2.9553, -4.1834], [-7.9982, 3.5585, -3.0748], [4.9956, 3.3602, 7.3998], [3.2448, 3.7213, 7.5004], [2.4702, 3.2061, 6.3161], [2.8843, 4.0964, 4.8272], [3.1412, 4.7982, 7.6094], [2.8798, 3.2411, 8.4069], [1.4020, 3.3291, 6.4788], [2.6547, 2.1518, 6.1287], [-7.0439, 2.8007, -6.6387], [-8.1173, 3.1219, -8.0253], [-8.8430, 4.4354, -7.8932], [-10.0464, 4.4121, -6.5781], [-8.8118, 2.2902, -8.1096], [-7.4876, 3.1399, -8.9131], [-9.3841, 4.6453, -8.8142], [-8.1522, 5.2515, -7.6987], [7.6631, 1.1893, 0.0606], [7.7519, -0.5902, -0.0162], [6.6199, -1.1835, -0.8133], [5.0518, -0.9875, 0.0106], [7.7566, -0.9675, 1.0033], [8.7012, -0.8401, -0.4881], [6.7816, -2.2532, -0.9409], [6.5433, -0.7271, -1.7973], [4.0058, -3.2492, -2.4011], [4.4216, -4.5193, -3.5716], [5.7720, -5.1246, -3.2863], [7.1045, -3.9744, -3.5835], [4.3798, -4.0889, -4.5692], [3.6572, -5.2917, -3.4947], [5.9395, -5.9784, -3.9409], [5.8427, -5.4547, -2.2528]], "homo_energy_ev": -4.3, "gap_ev": 5.88, "total_charge": -1}



No. 3
{"formula": "C2H9OS", "method": "wB97M-V/def2-TZVPD", "species": ["O", "H", "H", "H", "C", "S", "C", "H", "H", "H", "H", "H", "H"], "positions_angstrom": [[2.5704, -0.1334, 1.4652], [3.4400, -0.4168, 1.1637], [2.6544, -0.1636, 2.4279], [1.3478, 0.2606, -0.2112], [-0.6817, -0.4468, 0.6910], [0.0593, 0.6567, -0.5919], [-1.4931, 0.4957, -1.7473], [0.0605, -0.6617, 1.4505], [-1.4798, 0.1404, 1.1487], [-1.1242, -1.2737, 0.1536], [-2.2048, -0.2463, -1.4247], [-1.1925, 0.3009, -2.7717], [-1.9562, 1.4879, -1.7536]], "spin_multiplicity": 2, "homo_energy_ev": [-5.7, -9.0], "s_squared": 0.755, "gap_ev": [6.31, 9.38], "e_above_lowest_kj_mol": 77.8, "total_charge": 0}



Ordered total energy results: -143481.352 -214640.541 -15099.336; unit eV.